{
  "formula": "C37H39BClCoN9O4",
  "method": "ωB97M-V with the def2-TZVPD basis set",
  "species": ["Co", "C", "C", "C", "C", "C", "C", "N", "N", "B", "N", "C", "C", "C", "N", "C", "C", "C", "N", "C", "C", "C", "N", "C", "C", "C", "H", "H", "H", "H", "H", "H", "H", "H", "H", "H", "H", "H", "H", "H", "H", "H", "H", "H", "H", "H", "H", "H", "H", "H", "H", "H", "H", "H", "O", "N", "O", "C", "C", "C", "C", "C", "C", "N", "C", "C", "N", "C", "C", "C", "C", "H", "H", "H", "H", "H", "H", "H", "Cl", "C", "C", "C", "C", "O", "C", "C", "O", "C", "H", "H", "H", "H"],
  "xyz": [[-0.5439, 0.2776, -0.1950], [-0.3042, -3.6163, -0.5048], [-1.3647, -3.5770, 0.5888], [-2.6778, -4.1350, 0.0058], [-1.7017, -2.2872, 1.3320], [-2.4813, -2.4145, 2.4972], [-2.7226, -1.1382, 2.9246], [-2.1398, -0.2978, 2.0618], [-1.4877, -0.9803, 1.0872], [-2.1691, 1.2346, 2.2136], [-0.7337, 1.7904, 2.1649], [-0.2170, 2.5880, 3.1076], [1.0778, 2.8615, 2.7647], [1.3136, 2.1605, 1.5663], [0.1934, 1.5001, 1.2189], [2.6755, 2.3571, 0.9076], [2.7505, 3.8201, 0.4283], [3.1453, 1.4578, -0.2299], [-3.0614, 1.8728, 1.1417], [-4.1482, 2.6270, 1.3881], [-4.6727, 3.0098, 0.1772], [-3.8229, 2.4242, -0.7790], [-2.8470, 1.7361, -0.1828], [-3.9907, 2.5686, -2.2666], [-4.2460, 1.2114, -2.9334], [-2.8119, 3.3417, -2.8750], [-0.3636, -4.5830, -1.0097], [-0.4662, -2.8349, -1.2386], [0.7010, -3.5281, -0.0989], [-1.0276, -4.2625, 1.3708], [-3.0292, -3.4806, -0.7967], [-2.5103, -5.1321, -0.4102], [-3.4611, -4.2053, 0.7579], [-2.8031, -3.3297, 2.9692], [-3.2952, -0.7654, 3.7594], [-2.6433, 1.5052, 3.2851], [-0.8202, 2.9287, 3.9348], [1.7816, 3.4664, 3.3147], [3.3959, 2.2342, 1.7212], [2.0474, 3.9705, -0.3960], [2.5032, 4.5249, 1.2201], [3.7580, 4.0463, 0.0694], [2.3723, 1.3432, -0.9825], [4.0223, 1.9132, -0.6955], [3.4484, 0.4769, 0.1302], [-4.4659, 2.8373, 2.3985], [-5.5428, 3.6191, -0.0134], [-4.8893, 3.1716, -2.4061], [-3.5627, 0.4576, -2.5455], [-5.2617, 0.8725, -2.7215], [-4.1228, 1.2765, -4.0187], [-1.8694, 3.0094, -2.4415], [-2.7653, 3.2101, -3.9607], [-2.9117, 4.4083, -2.6642], [5.2837, -3.9723, 4.2715], [5.3150, -3.9175, 3.0620], [6.1782, -4.4632, 2.4053], [4.2718, -3.1648, 2.3395], [4.3915, -3.1715, 1.0010], [3.4746, -2.4974, 0.1579], [3.6750, -2.5461, -1.2294], [2.8032, -1.8898, -2.0411], [1.7461, -1.2051, -1.4417], [1.5081, -1.1363, -0.1478], [2.3744, -1.7795, 0.6828], [2.2386, -1.7709, 2.1390], [1.2065, -1.0971, 2.6577], [1.0379, -1.0500, 3.9551], [1.8988, -1.6794, 4.8553], [2.9651, -2.3786, 4.3609], [3.1775, -2.4531, 2.9681], [5.2188, -3.7101, 0.5612], [4.5219, -3.0988, -1.6214], [2.9122, -1.8843, -3.1178], [1.0621, -0.6730, -2.0840], [0.1812, -0.4870, 4.3107], [1.7284, -1.6165, 5.9222], [3.6433, -2.8718, 5.0292], [-0.2189, 1.7538, -7.2733], [-0.1305, 1.6433, -5.5388], [0.6180, 2.5980, -4.8212], [0.7025, 2.5401, -3.4594], [0.0361, 1.5229, -2.7224], [0.1061, 1.5203, -1.4499], [-0.6953, 0.5529, -3.4736], [-1.3805, -0.4900, -2.8023], [-1.3968, -0.6982, -1.5864], [-0.7744, 0.6428, -4.8813], [1.1217, 3.3883, -5.3642], [1.2676, 3.2839, -2.9109], [-1.9439, -1.1980, -3.4235], [-1.3567, -0.0893, -5.4305]],
  "total_energy_ev": -111430.007,
  "s2": 0.76,
  "spin_multiplicity": 2
}